ORCA calculation (ωB97M-V with the def2-TZVPD basis set) on a cluster of 2 separate species, C4H3NO2 in total.

As for the orbital gap (alpha / beta): 6.52 / 8.13 eV. As for the expectation value of S²: 2.01. The relative energy (zero: lowest compared OMol25 entry of this formula, charge and spin) is 41.00 kcal per mole. The calculation puts the LUMO energy (alpha / beta) at 0.034 / -0.094 hartree. As for the spin multiplicity: 3.

Each line ends with the Löwdin charge.
Atoms and positions in Å:
C  -0.69  -0.85  -0.45  -0.247
C  0.94  1.81  -0.31  0.078
C  1.68  -0.44  -0.01  -0.464
C  -1.47  -0.46  0.54  0.007
N  0.66  -1.01  -0.26  0.126
O  0.53  2.86  -0.35  0.121
O  2.77  -0.35  0.33  0.151
H  -0.83  -1.30  -1.40  0.099
H  -2.55  -0.32  0.52  0.066
H  -1.03  0.05  1.39  0.063

ORCA calculation (ωB97M-V with the def2-TZVPD basis set) on the molecule C8H7BrN2.

As for the orbital gap: 10.30 eV. The relative energy (zero: lowest compared OMol25 entry of this formula, charge and spin) is 0.00 kcal per mole. The calculation puts the LUMO energy at 0.009 hartree.

Each line ends with the Löwdin charge.
Atoms and positions in Å:
C  -3.64  1.32  -0.23  -0.273
C  0.04  -1.78  0.59  -0.114
C  -2.49  0.87  -0.90  -0.115
C  -1.93  -2.29  -0.94  0.052
C  0.01  0.30  -0.80  -0.149
C  0.63  -0.68  0.26  -0.291
C  -1.29  0.77  -0.27  -0.121
C  1.99  -0.46  0.87  -0.589
N  -4.56  1.75  0.27  0.154
N  -1.10  -2.17  -0.14  -0.041
Br  3.34  0.22  -0.30  0.684
H  0.26  -2.61  1.35  0.163
H  0.55  1.21  -0.86  0.082
H  0.08  -0.19  -1.84  0.164
H  -2.66  0.82  -2.06  0.160
H  -1.22  0.97  0.80  0.132
H  2.50  -1.34  1.19  0.037
H  2.07  0.28  1.67  0.065

ORCA calculation (ωB97M-V with the def2-TZVPD basis set) on a structure of composition C20H34BBr5ClI2O5P.

As for the orbital gap: 9.01 eV. The calculation puts the LUMO energy at 0.010 hartree.

Each line ends with the Löwdin charge.
Atoms and positions in Å:
C  -4.12  -0.90  -1.59  0.148
C  -2.97  -1.00  -1.26  -0.033
C  -1.56  -1.33  -0.86  -0.276
O  -0.61  -0.52  -1.51  -0.182
C  -0.07  -1.13  -2.66  -0.278
C  1.17  -0.32  -3.06  -0.709
I  2.47  -0.05  -1.33  0.908
C  1.90  -0.95  -4.27  -0.794
C  2.88  0.07  -4.89  -0.202
I  3.06  -2.67  -3.66  0.825
C  -1.37  -1.12  0.67  -0.253
C  -2.01  -2.36  1.36  -0.090
C  -1.17  -3.62  1.19  -0.751
O  -0.18  -3.88  1.75  0.019
Br  -1.88  -4.95  -0.11  0.664
O  -2.09  0.00  1.12  -0.125
C  -1.32  0.97  1.84  -0.486
C  -0.59  0.44  3.11  -0.158
C  0.89  0.01  2.97  -0.383
C  1.85  1.02  3.65  -0.078
C  1.12  -1.37  3.68  -0.055
B  -0.48  1.88  0.82  -0.560
C  -1.21  2.39  -0.51  -0.025
O  0.82  2.29  1.02  0.108
P  -2.67  2.15  2.44  0.691
O  -1.75  3.34  3.15  -0.311
Cl  -3.66  1.06  3.96  0.197
H  -5.13  -1.03  -1.89  0.035
H  -1.36  -2.38  -1.11  0.106
H  -0.81  -1.08  -3.47  0.144
H  0.26  -2.16  -2.48  0.103
H  0.86  0.70  -3.32  0.086
H  1.14  -1.25  -5.00  0.086
H  3.57  0.46  -4.15  0.044
H  3.45  -0.41  -5.69  0.060
H  2.33  0.91  -5.32  0.082
H  -0.29  -1.09  0.83  0.154
H  -3.02  -2.52  0.97  0.110
H  -2.13  -2.20  2.44  0.132
H  -1.20  -0.38  3.52  0.084
H  -0.64  1.23  3.88  0.101
H  1.25  -0.12  1.95  0.095
H  2.87  0.62  3.54  0.078
H  1.84  1.99  3.15  0.064
H  1.65  1.12  4.72  0.084
H  2.04  -1.38  4.27  0.070
H  1.26  -2.13  2.90  0.059
H  0.25  -1.69  4.27  0.073
H  -2.23  1.99  -0.59  0.055
H  -1.27  3.49  -0.44  -0.020
H  -0.61  2.16  -1.39  0.067
H  0.95  3.07  0.47  0.105
H  -2.35  4.08  3.25  0.037
Br  2.28  -5.03  -0.15  0.626
C  3.78  -5.76  -1.16  -0.699
C  5.08  -5.62  -0.41  -0.691
Br  5.75  -3.79  -0.48  0.591
H  3.79  -5.26  -2.12  -0.007
H  3.54  -6.81  -1.30  0.058
H  5.86  -6.22  -0.87  0.056
H  4.99  -5.88  0.64  0.049
Br  -0.87  6.06  -1.04  0.660
C  -2.52  7.09  -1.14  -0.683
C  -3.64  6.43  -0.38  -0.694
Br  -4.35  4.90  -1.36  0.617
H  -2.74  7.22  -2.20  0.050
H  -2.28  8.06  -0.71  0.057
H  -4.47  7.11  -0.26  0.057
H  -3.32  6.06  0.59  0.044

ORCA calculation (ωB97M-V with the def2-TZVPD basis set) on a structure of composition C5H11NO2S.

As for the orbital gap: 8.58 eV. The relative energy (zero: lowest compared OMol25 entry of this formula, charge and spin) is 84.97 kcal per mole. The calculation puts the LUMO energy at 0.003 hartree.

Each line ends with the Löwdin charge.
Atoms and positions in Å:
C  1.01  -0.42  -0.20  -0.366
C  2.43  0.40  -0.24  -0.478
C  0.01  -0.14  0.81  -0.232
C  -1.20  -1.09  0.35  -0.393
C  -2.75  1.26  0.03  -0.509
H  1.95  -2.08  0.17  0.097
H  1.98  -1.96  -1.28  0.112
H  0.47  -0.03  -1.05  0.114
H  -0.20  0.93  1.12  0.127
H  0.34  -0.30  1.84  0.110
H  -0.60  -2.03  -0.17  0.121
H  -1.92  -1.29  1.08  0.019
H  -3.85  1.62  -0.34  0.079
H  -3.14  0.90  1.00  0.024
H  -2.09  2.16  0.01  0.046
H  2.99  2.45  -0.96  0.301
N  1.25  -1.82  -0.55  0.017
O  3.55  -0.02  -0.24  0.095
O  2.14  1.70  -0.47  -0.017
S  -2.37  -0.21  -0.90  0.734

ORCA calculation (ωB97M-V with the def2-TZVPD basis set) on a structure of composition C19H15N6O4Pt.

As for the orbital gap (alpha / beta): 6.47 / 6.21 eV. The calculation puts the LUMO energy (alpha / beta) at -0.418 / -0.428 hartree. Its total charge is +3.

Each line ends with the Löwdin charge.
Atoms and positions in Å:
Pt  0.75  -1.15  -0.45  1.275
O  -0.08  -5.19  -1.26  0.234
C  0.01  -3.93  -0.97  -0.426
O  0.97  -3.21  -1.22  0.014
C  -1.22  -3.40  -0.28  -0.131
C  -2.31  -4.23  0.00  0.095
C  -3.39  -3.69  0.65  0.067
C  -3.35  -2.34  0.99  0.077
C  -2.24  -1.57  0.67  -0.110
N  -1.16  -2.11  0.04  0.039
C  -2.26  -0.13  1.03  -0.296
O  -3.20  0.44  1.66  0.301
O  -1.30  0.57  0.67  0.092
H  0.71  -5.53  -1.74  0.193
H  -2.28  -5.27  -0.30  0.156
H  -4.25  -4.30  0.90  0.156
H  -4.21  -1.90  1.48  0.142
H  -3.92  -0.13  1.98  0.177
N  4.86  -1.46  0.41  0.101
C  3.66  -2.01  0.59  -0.055
N  2.77  -1.21  0.02  -0.027
C  3.51  -0.18  -0.50  -0.292
N  4.78  -0.30  -0.27  0.205
C  2.82  0.87  -1.23  -0.173
C  3.43  2.00  -1.76  0.006
N  2.71  2.91  -2.41  0.158
C  1.40  2.70  -2.54  -0.038
C  0.79  1.57  -2.02  -0.063
N  1.51  0.67  -1.36  -0.026
H  5.76  -1.80  0.73  0.198
H  3.48  -2.94  1.10  0.161
H  4.50  2.15  -1.67  0.147
H  0.83  3.45  -3.07  0.137
H  -0.27  1.39  -2.15  0.121
C  -1.24  4.71  1.30  -0.020
C  -2.12  4.17  0.36  -0.018
C  -2.14  2.80  0.14  -0.013
C  -1.28  2.03  0.88  -0.209
C  -0.38  2.52  1.80  0.005
C  -0.38  3.90  2.01  -0.024
H  -1.24  5.78  1.48  0.132
H  -2.79  4.81  -0.19  0.131
H  -2.81  2.36  -0.59  0.138
H  0.28  1.86  2.35  0.132
H  0.28  4.32  2.75  0.130